# C4H12O3

A cluster of 3 separate species, C4H12O3 in total (the ωB97M-V functional and the def2-TZVPD basis, the OMol25 dataset).

Its HOMO energy is -7.882 eV. The relative energy (zero: lowest compared OMol25 entry of this formula, charge and spin) comes out at 70.7 kJ/mol. As for the spin multiplicity: 1. As for the total energy: -385.294824 a.u.

CARTESIAN COORDINATES (ANGSTROEM)
O1 -0.548 -0.805 0.410
O2 0.233 -2.737 -1.129
O3 0.399 -0.124 -2.671
C1 0.142 0.256 0.908
C2 -2.000 1.505 1.079
C3 -0.500 1.415 1.114
C4 1.620 0.110 1.072
H1 1.950 -0.637 1.802
H2 -2.418 2.459 1.383
H3 2.007 -0.337 0.151
H4 -2.338 0.710 1.753
H5 0.103 2.296 1.285
H6 0.151 0.749 -2.437
H7 0.087 -1.474 0.145
H8 -0.590 -2.526 -1.586
H9 -2.426 1.226 0.111
H10 0.752 -3.135 -1.829
H11 2.015 1.107 1.237
H12 1.361 -0.057 -2.799


# C4H12O3

A cluster of 2 separate species, C4H12O3 in total (the ωB97M-V functional and the def2-TZVPD basis, the OMol25 dataset).

Its HOMO energy is -9.509 eV. The relative energy (zero: lowest compared OMol25 entry of this formula, charge and spin) comes out at 33.5 kJ/mol. As for the spin multiplicity: 1. As for the total energy: -385.309004 a.u.

CARTESIAN COORDINATES (ANGSTROEM)
O1 -1.277 -0.595 1.644
O2 -1.586 0.021 -1.243
O3 0.976 0.855 2.105
C1 1.239 -0.247 -0.063
C2 0.840 -0.202 -1.526
C3 -0.526 -0.775 -1.820
C4 0.909 1.034 0.711
H1 0.931 0.801 -1.952
H2 1.644 1.775 0.434
H3 -0.595 -1.786 -1.419
H4 -0.704 -0.872 -2.892
H5 1.526 -0.834 -2.098
H6 -1.502 -0.272 0.758
H7 -2.107 -0.789 2.083
H8 -2.282 0.118 -1.905
H9 -0.057 1.407 0.380
H10 0.812 -1.104 0.446
H11 0.254 0.247 2.311
H12 2.315 -0.425 0.021


# C4H12O3

A cluster of 3 separate species, C4H12O3 in total (the ωB97M-V functional and the def2-TZVPD basis, the OMol25 dataset).

Its HOMO energy is -9.456 eV. The relative energy (zero: lowest compared OMol25 entry of this formula, charge and spin) comes out at 241.2 kJ/mol. As for the spin multiplicity: 1. As for the total energy: -385.229889 a.u.

CARTESIAN COORDINATES (ANGSTROEM)
O1 -1.857 1.634 -0.068
O2 1.379 2.272 0.580
O3 2.044 -0.984 -1.869
C1 0.127 -1.182 0.580
C2 -0.271 -0.121 -0.377
C3 -1.074 -1.997 0.854
C4 -1.368 0.661 0.324
H1 -1.944 -1.685 0.247
H2 1.029 -1.755 0.276
H3 0.726 0.454 -0.628
H4 -0.878 -3.062 0.943
H5 2.173 2.178 1.242
H6 0.574 -0.864 1.578
H7 -1.661 0.345 1.279
H8 0.655 2.357 1.196
H9 -0.602 -0.562 -1.363
H10 1.390 -1.660 -1.619
H11 -1.041 -1.687 1.914
H12 2.564 -1.605 -2.491


# C4H12O3

A cluster of 2 separate species, C4H12O3 in total (the ωB97M-V functional and the def2-TZVPD basis, the OMol25 dataset).

Its HOMO energy is -10.010 eV. The relative energy (zero: lowest compared OMol25 entry of this formula, charge and spin) comes out at 147.8 kJ/mol. As for the spin multiplicity: 1. As for the total energy: -385.265455 a.u.

CARTESIAN COORDINATES (ANGSTROEM)
O1 2.951 -2.067 -0.249
O2 -1.503 -1.176 1.600
O3 -2.078 4.902 -1.373
C1 -0.350 -0.236 -0.345
C2 -1.067 0.063 1.025
C3 0.479 -1.509 -0.316
C4 1.963 -1.066 -0.198
H1 0.259 0.575 -0.732
H2 2.162 -0.438 -1.090
H3 -1.272 -0.366 -0.925
H4 -1.977 0.619 0.767
H5 -0.420 0.521 1.776
H6 -2.015 5.821 -1.097
H7 -1.306 4.334 -1.337
H8 2.525 -2.909 -0.227
H9 2.100 -0.295 0.567
H10 0.629 -2.010 -1.290
H11 -2.289 -0.977 2.088
H12 0.191 -2.230 0.444


# C4H12O3

A cluster of 3 separate species, C4H12O3 in total (the ωB97M-V functional and the def2-TZVPD basis, the OMol25 dataset).

Its HOMO energy (spin up / spin down) is -14.543 / -14.541 eV. The relative energy (zero: lowest compared OMol25 entry of this formula, charge and spin) comes out at 146.0 kJ/mol. Its total charge is +1. As for the expectation value of S²: 0.757. As for the spin multiplicity: 2. As for the total energy: -384.939891 a.u.

CARTESIAN COORDINATES (ANGSTROEM)
O1 2.764 1.718 0.574
O2 -1.715 -0.696 0.999
O3 0.132 2.089 1.558
C1 0.724 -2.033 -0.661
C2 -0.757 0.018 -1.018
C3 -1.969 -0.403 -0.117
C4 -0.274 -1.337 -1.573
H1 0.239 -1.075 -2.510
H2 0.873 1.782 1.015
H3 -0.406 1.326 1.798
H4 1.719 -2.062 -1.094
H5 3.178 2.562 0.823
H6 0.051 0.554 -0.553
H7 3.388 1.376 -0.087
H8 -1.164 0.732 -1.741
H9 0.807 -1.578 0.335
H10 -2.949 -0.304 -0.575
H11 -1.111 -1.956 -1.876
H12 0.409 -3.036 -0.359


# C4H12O3S

A cluster of 5 separate species, C4H12O3S in total (the ωB97M-V functional and the def2-TZVPD basis, the OMol25 dataset).

Its HOMO energy (spin up / spin down) is -4.260 / -4.457 eV. The relative energy (zero: lowest compared OMol25 entry of this formula, charge and spin) comes out at 439.4 kJ/mol. Its total charge is -1. As for the expectation value of S²: 0.788. As for the spin multiplicity: 2. As for the total energy: -783.285470 a.u.

CARTESIAN COORDINATES (ANGSTROEM)
S1 3.140 -1.590 -2.075
O1 1.629 0.113 1.809
O2 -0.881 -0.568 2.008
O3 0.993 -1.943 0.122
C1 -1.211 1.288 0.379
C2 -1.278 1.043 -1.954
C3 -1.436 0.700 1.729
C4 -1.752 0.652 -0.740
H1 0.176 -0.475 2.004
H2 -0.343 1.886 0.304
H3 -0.460 1.757 -1.886
H4 -1.894 0.945 -2.845
H5 1.328 -1.168 0.626
H6 2.664 -2.133 -3.194
H7 -1.216 1.423 2.515
H8 1.476 -1.963 -0.842
H9 2.190 -0.129 2.504
H10 1.586 -0.076 -1.346
H11 -2.506 0.531 1.550
H12 -2.205 -0.293 -0.666